1.
This record from the OMol25 dataset describes C20H53BBr4CoN3O11V2 as an isolated structure in a non-equilibrium geometry. The level of theory is ωB97M-V/def2-TZVPD.

Each line ends with the Mulliken spin population.
CARTESIAN COORDINATES (ANGSTROEM)
O: 11.512 -4.233 3.490  -0.002
V: 12.543 -4.058 2.224  0.004
O: 11.623 -4.305 0.904  -0.001
O: 16.667 2.123 0.470  -0.001
V: 15.217 2.674 1.126  0.010
O: 14.362 3.139 -0.126  -0.001
Co: 14.721 -1.621 1.542  2.726
O: 12.598 -1.839 2.124  0.045
C: 11.966 -0.614 2.113  -0.003
C: 12.841 0.552 1.378  0.010
O: 14.281 0.510 1.372  0.049
H: 11.742 -0.331 3.142  0.000
H: 11.061 -0.785 1.530  0.001
H: 12.538 1.528 1.757  0.005
H: 12.523 0.531 0.336  -0.005
O: 16.410 -1.365 2.897  0.082
C: 16.909 -2.697 3.006  -0.004
C: 15.847 -3.938 2.856  -0.004
O: 14.789 -3.795 1.880  0.035
H: 17.393 -2.771 3.980  0.003
H: 17.609 -2.812 2.178  -0.003
H: 15.299 -3.982 3.797  0.002
H: 16.310 -4.924 2.831  0.001
B: 16.252 2.319 3.513  -0.002
H: 16.446 1.419 2.950  -0.002
H: 16.311 3.176 2.860  0.000
H: 15.252 2.256 3.915  0.000
H: 16.964 2.283 4.322  0.000
Br: 8.452 2.146 -2.303  0.000
C: 8.201 2.854 -0.461  0.000
C: 9.559 2.697 0.290  -0.001
Br: 9.630 3.907 1.865  0.000
H: 7.506 2.382 0.235  0.000
H: 8.040 3.929 -0.548  0.000
H: 10.363 3.041 -0.361  0.000
H: 9.695 1.639 0.515  0.001
Br: 10.952 2.039 4.994  0.000
C: 10.409 0.660 6.335  0.000
C: 11.048 -0.671 6.209  0.000
Br: 10.662 -1.697 7.868  0.000
H: 9.320 0.636 6.313  0.000
H: 10.552 1.002 7.361  0.000
H: 12.125 -0.600 6.057  0.000
H: 10.678 -1.340 5.432  0.000
C: 14.966 5.350 4.099  0.000
C: 13.659 5.019 3.454  0.000
C: 13.086 6.216 2.488  0.000
O: 13.916 6.896 1.695  0.000
C: 13.265 7.972 0.925  0.000
N: 13.735 3.724 2.810  0.001
H: 15.738 5.465 3.339  0.000
H: 15.208 4.650 4.899  0.000
H: 14.968 6.347 4.537  0.000
H: 12.936 4.811 4.242  0.000
H: 12.894 6.944 3.276  0.000
H: 12.140 5.949 2.017  0.000
H: 14.020 8.640 0.510  0.000
H: 12.556 8.638 1.418  0.000
H: 12.586 7.727 0.109  0.000
H: 12.778 3.410 2.731  0.000
H: 14.095 3.112 3.529  0.000
C: 16.868 -0.931 -1.068  0.012
C: 15.851 -2.044 -1.325  -0.014
C: 16.441 -3.457 -1.104  0.002
O: 15.528 -4.405 -1.586  0.001
C: 15.658 -5.721 -1.139  0.000
N: 14.573 -1.890 -0.625  0.053
H: 17.692 -0.936 -1.782  -0.001
H: 17.205 -1.048 -0.038  0.004
H: 16.367 0.033 -1.157  -0.001
H: 15.432 -1.944 -2.326  -0.004
H: 16.544 -3.463 -0.018  0.002
H: 17.349 -3.631 -1.682  0.000
H: 14.747 -6.280 -1.352  0.000
H: 15.777 -5.715 -0.055  0.000
H: 16.623 -6.171 -1.374  0.000
H: 14.178 -2.811 -0.754  -0.001
H: 14.002 -1.186 -1.070  0.000
C: 7.269 -1.989 -2.028  0.000
C: 6.906 -1.665 -0.587  0.000
C: 6.025 -2.651 0.188  0.000
O: 4.674 -2.801 -0.273  0.000
C: 3.933 -1.582 -0.470  0.000
N: 8.242 -1.703 0.025  0.000
H: 6.407 -1.904 -2.691  0.000
H: 7.510 -3.052 -2.022  0.000
H: 7.928 -1.284 -2.534  0.000
H: 6.561 -0.632 -0.537  0.000
H: 6.121 -2.318 1.222  0.000
H: 6.366 -3.681 0.299  0.000
H: 2.863 -1.727 -0.618  0.000
H: 4.410 -1.092 -1.319  0.000
H: 4.014 -0.943 0.409  0.000
H: 8.333 -1.281 0.938  0.000
H: 8.828 -1.094 -0.527  0.000

Properties
<S²>	3.7565
2S+1	4
E_HOMO (alpha / beta)	-0.18587 / -0.18361	Eh
charge	-1
DFT total energy	-15377.204906	Eh

2.
This record from the OMol25 dataset describes a 2-piece molecular cluster, C5H12N2O2 overall in a non-equilibrium geometry. The level of theory is ωB97M-V/def2-TZVPD.

Each line ends with the natural charge from an NBO analysis.
CARTESIAN COORDINATES (ANGSTROEM)
C: 0.448 0.181 1.744  0.467
C: -0.825 -0.636 -0.186  -0.134
C: 0.405 1.920 0.581  -0.839
C: -0.674 -2.127 -0.522  -0.611
N: -0.792 -0.338 1.237  -0.685
C: 0.278 0.158 -0.901  0.732
N: -0.090 0.796 -2.042  -0.793
O: 1.573 -0.387 1.541  -0.738
O: 1.508 -0.271 -0.878  -0.695
H: 1.735 -0.454 0.189  0.506
H: -1.140 -1.096 1.814  0.375
H: 0.304 0.648 2.722  0.158
H: -1.786 -0.287 -0.584  0.191
H: 0.657 1.230 -2.565  0.405
H: -0.973 1.279 -2.050  0.400
H: -0.557 2.302 0.242  0.185
H: 0.625 2.384 1.542  0.219
H: 1.227 2.185 -0.080  0.197
H: -1.491 -2.692 -0.071  0.213
H: -0.700 -2.283 -1.601  0.217
H: 0.268 -2.510 -0.131  0.229

Properties
2S+1	1
E_HOMO	-0.29717	Eh
charge	0
DFT total energy	-457.612181	Eh

3.
This record from the OMol25 dataset describes one molecule with the formula C30H38N4O3S. The level of theory is ωB97M-V/def2-TZVPD.

Each line ends with the natural charge from an NBO analysis.
CARTESIAN COORDINATES (ANGSTROEM)
O: 3.633 2.064 -1.016  -0.640
C: 2.808 2.230 -0.136  0.691
N: 1.850 3.160 -0.139  -0.634
C: 1.540 3.989 -1.290  -0.047
C: 0.938 3.150 -2.426  -0.411
C: -0.425 2.587 -2.036  -0.404
C: -1.378 3.717 -1.657  -0.397
C: -0.802 4.531 -0.502  -0.408
C: 0.572 5.093 -0.868  -0.404
C: 2.719 1.304 1.095  -0.175
C: 4.008 0.628 1.384  -0.228
C: 4.442 0.185 2.599  -0.240
C: 5.716 -0.417 2.542  -0.270
C: 6.223 -0.423 1.282  -0.426
S: 5.176 0.326 0.144  0.509
N: 1.620 0.369 0.800  -0.402
C: 1.917 -0.749 -0.066  -0.240
C: 2.300 -2.014 0.710  -0.409
C: 2.375 -3.221 -0.227  -0.217
N: 1.043 -3.716 -0.547  -0.464
C: 0.915 -4.213 -1.907  -0.244
C: -0.545 -4.593 -2.157  -0.074
O: -0.977 -5.588 -1.259  -0.522
C: -0.837 -5.145 0.071  -0.074
C: 0.606 -4.748 0.382  -0.253
C: 0.377 0.765 1.157  0.650
O: 0.198 1.860 1.715  -0.711
C: -0.803 -0.045 0.866  0.040
C: -1.108 -1.326 0.426  -0.282
C: -2.500 -1.423 0.372  -0.290
C: -3.036 -0.207 0.777  0.119
C: -4.420 0.218 0.875  0.013
C: -5.447 -0.727 0.920  -0.203
C: -6.766 -0.329 1.011  -0.205
C: -7.089 1.017 1.059  -0.214
C: -6.079 1.965 1.013  -0.205
C: -4.758 1.572 0.921  -0.218
N: -1.992 0.600 1.068  -0.480
H: 1.159 3.117 0.605  0.438
H: 2.485 4.424 -1.639  0.216
H: 0.835 3.785 -3.308  0.202
H: 1.630 2.342 -2.671  0.226
H: -0.837 2.014 -2.869  0.212
H: -0.313 1.905 -1.191  0.196
H: -2.350 3.305 -1.379  0.205
H: -1.527 4.368 -2.522  0.194
H: -1.474 5.356 -0.255  0.210
H: -0.724 3.897 0.384  0.202
H: 0.465 5.792 -1.699  0.208
H: 0.990 5.640 -0.020  0.213
H: 2.403 1.880 1.972  0.263
H: 3.865 0.283 3.502  0.222
H: 6.224 -0.822 3.399  0.222
H: 7.170 -0.804 0.955  0.233
H: 2.747 -0.456 -0.716  0.224
H: 1.052 -0.950 -0.699  0.227
H: 3.267 -1.870 1.190  0.224
H: 1.561 -2.196 1.491  0.205
H: 2.873 -2.915 -1.150  0.199
H: 2.989 -4.011 0.233  0.183
H: 1.209 -3.425 -2.603  0.205
H: 1.552 -5.098 -2.079  0.170
H: -0.670 -5.009 -3.158  0.196
H: -1.173 -3.695 -2.051  0.166
H: -1.149 -5.976 0.705  0.196
H: -1.497 -4.283 0.248  0.164
H: 0.664 -4.360 1.401  0.208
H: 1.249 -5.643 0.309  0.172
H: -0.427 -2.116 0.181  0.257
H: -3.057 -2.282 0.051  0.219
H: -5.203 -1.777 0.895  0.212
H: -7.549 -1.073 1.048  0.215
H: -8.121 1.327 1.132  0.215
H: -6.324 3.016 1.046  0.215
H: -3.987 2.327 0.869  0.201
H: -2.022 1.536 1.443  0.438

Properties
2S+1	1
E_HOMO	-0.29339	Eh
charge	0
DFT total energy	-2008.958345	Eh
structure (SMILES)	O=C(NC1CCCCC1)[C@H](c1cccs1)N(CCCN1CCOCC1)C(=O)c1ccc(-c2ccccc2)[nH]1

4.
This record from the OMol25 dataset describes C4H13N2O2 as an isolated structure in a non-equilibrium geometry. The level of theory is ωB97M-V/def2-TZVPD.

Each line ends with the natural charge from an NBO analysis.
CARTESIAN COORDINATES (ANGSTROEM)
C: 0.358 -0.632 0.149  -0.448
C: -0.093 0.596 -0.675  -0.410
C: 0.987 1.000 -1.683  -0.035
O: 1.242 0.186 -2.769  -0.945
N: -0.813 -0.557 1.565  -0.594
C: -0.184 0.095 2.660  -0.094
N: -0.966 -0.355 3.905  -0.809
H: 1.434 -0.336 0.566  0.195
H: 0.684 -1.363 -0.614  0.299
H: -0.343 1.423 -0.023  0.186
H: -1.116 0.399 -1.121  0.211
H: 1.934 1.163 -1.113  0.092
H: 0.835 2.077 -1.970  0.099
H: -0.194 -1.311 0.888  0.345
H: -0.275 1.184 2.672  0.156
H: 0.862 -0.309 2.807  0.164
H: -1.872 -0.337 3.435  0.346
H: -0.831 -1.350 3.927  0.336
H: -0.001 -0.256 -3.610  0.514
H: -0.804 -0.638 -4.978  0.436
O: -0.844 -0.677 -4.018  -1.044

Properties
2S+1	1
E_HOMO	-0.12374	Eh
charge	-1
DFT total energy	-420.020603	Eh